<a>
Here is a 2-piece molecular cluster, C5H14S overall from the Open Molecules 2025 dataset. Energies are from wB97M-V/def2-TZVPD.

Geometry as XYZ:
```
20
Properties=species:S:1:pos:R:3:lowdin_spin:R:1
C -0.1995 -0.5674 2.2626 0.091
C -2.5837 0.5156 1.1304 0.080
S -1.9113 -0.2602 2.6206 0.742
H 0.1249 -1.2633 3.0346 0.000
H -0.0589 -1.0027 1.2625 0.016
H 0.4152 0.3289 2.2763 0.028
H -3.6521 0.2882 1.0350 0.009
H -1.9926 0.1581 0.2926 0.005
H -2.6048 1.6052 1.2086 0.028
C 0.8974 -0.2693 -1.7751 0.000
C 0.4753 1.1279 -1.4130 0.000
C 2.0940 -0.9118 -1.0700 0.000
H 0.0155 -0.9207 -1.5026 0.000
H 0.8563 -0.4612 -2.8491 0.000
H -0.4607 1.2932 -0.8855 0.000
H 1.9011 -1.2789 -0.0449 0.000
H 2.6125 -1.7340 -1.5455 0.000
H 0.2056 1.6149 -2.3577 0.000
H 1.2037 1.7458 -0.8769 0.000
H 2.6621 -0.0082 -0.8029 0.000
```

Properties
- Molecular weight: 106.2 g mol⁻¹
- Multiplicity: 2
- Charge: +1


<b>
Here is a 2-piece molecular cluster, C5H14S overall from the Open Molecules 2025 dataset. Energies are from wB97M-V/def2-TZVPD.

Geometry as XYZ:
```
20
Properties=species:S:1:pos:R:3:lowdin_spin:R:1
C 2.2284 0.3859 -0.4922 0.079
S 2.1485 -0.1439 -2.2308 0.778
C 2.5940 -1.9376 -2.0163 0.065
H 2.1092 -0.3920 0.2620 0.002
H 3.2419 0.8137 -0.4965 0.032
H 1.4419 1.0873 -0.2275 0.008
H 3.2088 -2.0990 -2.9031 0.008
H 1.6605 -2.5015 -2.0360 0.023
H 3.1301 -2.0130 -1.0786 0.003
C -1.1423 -0.2855 1.3566 0.000
C -1.8446 0.7071 0.4147 0.000
C -2.9227 1.4842 1.1475 0.000
H -1.1900 -0.0307 2.4199 0.000
H -1.4747 -1.3098 1.2140 0.000
H -0.0554 -0.1914 1.2113 0.000
H -1.0703 1.3176 -0.0731 0.000
H -2.3648 0.2370 -0.4277 0.000
H -3.4949 2.1303 0.4773 0.000
H -2.5281 1.9952 2.0211 0.000
H -3.6756 0.7464 1.4572 0.000
```

Properties
- Molecular weight: 106.2 g mol⁻¹
- Multiplicity: 2
- Charge: +1


Unit: kJ/mol. Relative energies: <a> 25.4; <b> 0.0.


<a>
Here is a 3-piece molecular cluster, C6H12O3 overall from the Open Molecules 2025 dataset. Energies are from wB97M-V/def2-TZVPD.

Geometry as XYZ:
```
21
Properties=species:S:1:pos:R:3:lowdin_charge:R:1
C -1.2610 1.7979 -0.1253 -0.363
C 0.3743 -1.2115 0.3098 -0.431
C 1.5796 -0.8614 -0.1749 -0.068
C -0.5630 -2.0756 -0.4761 -0.061
C 0.0402 -1.0203 1.7597 -0.071
C 1.3427 1.0060 -1.3706 -0.011
O -1.3200 2.0638 -1.4861 -0.048
O -0.1307 2.3382 0.5000 -0.057
O 2.3243 1.5869 -1.4588 0.098
H -0.5732 1.6150 -1.9160 0.031
H -0.1004 3.2850 0.3229 0.100
H -2.1775 2.2345 0.2948 0.127
H -1.2235 0.6946 0.1061 0.109
H 2.3157 -0.4002 0.4642 0.085
H 1.9377 -1.2527 -1.1150 0.075
H 0.4174 -0.0614 2.1083 0.079
H -1.0368 -1.0517 1.9155 0.076
H -1.5558 -1.6113 -0.5187 0.081
H -0.6660 -3.0473 -0.0050 0.084
H -0.2116 -2.2147 -1.4943 0.078
H 0.4874 -1.8139 2.3597 0.087
```

Properties
- Molecular weight: 132.2 g mol⁻¹


<b>
Here is a 3-piece molecular cluster, C6H12O3 overall from the Open Molecules 2025 dataset. Energies are from wB97M-V/def2-TZVPD.

Geometry as XYZ:
```
21
Properties=species:S:1:pos:R:3:lowdin_charge:R:1
C 1.2484 1.9587 0.7296 -0.345
C -0.5375 0.1505 0.4970 -0.256
C 0.4559 0.1836 -0.4374 -0.046
C -1.8101 0.9085 0.3866 -0.086
C -0.3127 -3.1642 -0.9217 -0.064
C -1.0797 -1.8488 -0.8474 -0.258
O 2.1443 1.3180 1.5772 -0.037
O 1.8585 2.7339 -0.2479 -0.027
O -2.1975 -1.7473 -1.2687 0.034
H 2.7268 1.9706 2.0032 0.100
H 2.4610 2.1676 -0.7486 0.094
H 0.5252 2.5946 1.2448 0.123
H -0.2975 -0.2783 1.4647 0.120
H 1.3449 -0.4163 -0.2980 0.091
H 0.2744 0.6201 -1.4113 0.101
H -1.7752 1.6537 -0.4082 0.089
H -2.0954 1.3789 1.3291 0.081
H -2.6222 0.2192 0.1317 0.071
H -0.0397 -3.4690 0.0923 0.074
H -0.8917 -3.9577 -1.4050 0.074
H 0.6198 -2.9763 -1.4619 0.069
```

Properties
- Molecular weight: 132.2 g mol⁻¹


<c>
Here is a 2-piece molecular cluster, C6H12O3 overall from the Open Molecules 2025 dataset. Energies are from wB97M-V/def2-TZVPD.

Geometry as XYZ:
```
21
Properties=species:S:1:pos:R:3:lowdin_charge:R:1
C -0.2907 -0.6939 1.8660 -0.004
C 0.5594 -0.1070 0.7687 -0.401
O 1.5121 0.7797 1.2464 0.016
C 0.8508 -0.7429 -0.4275 -0.337
C 2.0008 -0.3509 -1.2929 -0.002
O 0.2689 -1.9175 -0.7989 0.059
H -0.9340 0.1007 2.2493 0.090
H -0.9361 -1.5085 1.5389 0.075
H 0.3369 -1.0467 2.6853 0.094
H 1.0244 1.5974 1.4585 0.102
H 2.2362 0.6964 -1.1178 0.088
H 1.7316 -0.4893 -2.3388 0.090
H 2.8650 -0.9732 -1.0589 0.100
H -0.2451 -2.2807 -0.0675 0.096
C -2.1059 0.6599 -0.7931 -0.035
C -0.8106 1.3092 -0.3792 -0.384
O -0.7448 2.2318 0.4292 -0.015
H -2.5102 1.1997 -1.6478 0.088
H -1.9216 -0.3691 -1.1010 0.069
H -2.8190 0.6698 0.0290 0.083
H -0.0680 1.2350 -1.2479 0.128
```

Properties
- SMILES string: C/C(O)=C(/C)O.CC=O
- Molecular weight: 132.2 g mol⁻¹


Unit: kJ/mol. Relative energies: <a> 19.7; <b> 370.0; <c> 0.0.


<a>
Here is an isolated ion of composition C5H11N2O and charge -1 from the Open Molecules 2025 dataset. Energies are from wB97M-V/def2-TZVPD.

Geometry as XYZ:
```
19
Properties=species:S:1:pos:R:3:lowdin_charge:R:1
C 0.8669 0.9422 1.4081 -0.242
O 0.5345 2.2852 0.9271 -0.216
C 0.9768 -0.0404 0.2102 -0.396
C -0.2573 -0.8900 0.1555 -0.186
C -1.2645 -0.2524 -0.7909 -0.582
C -2.0476 -1.2260 -1.4826 -0.097
N -1.3963 1.0529 -0.9358 -0.006
N 2.2758 -0.7126 0.1318 0.011
H 0.0469 0.8844 2.1803 0.111
H 1.8183 1.0374 2.0145 0.102
H 0.9505 0.5649 -0.8748 0.183
H -0.0102 -1.9609 -0.0779 0.113
H -0.8450 -0.8541 1.0758 0.099
H -2.6671 -0.8193 -2.2715 -0.021
H -2.1863 -2.2029 -1.0591 -0.028
H -0.2165 2.0303 0.2079 0.073
H -2.2555 1.3430 -1.3372 -0.006
H 2.7388 -0.8576 1.0192 0.048
H 2.9376 -0.3242 -0.5006 0.040
```

Properties
- Molecular weight: 115.2 g mol⁻¹
- Charge: -1


<b>
Here is an isolated ion of composition C5H11N2O and charge -1 from the Open Molecules 2025 dataset. Energies are from wB97M-V/def2-TZVPD.

Geometry as XYZ:
```
19
Properties=species:S:1:pos:R:3:lowdin_charge:R:1
H -0.6835 -0.7772 4.0578 0.006
N -1.4161 -0.5713 3.3859 0.021
C -1.1416 -0.5493 2.1319 -0.349
N -0.0077 -0.9842 1.5104 -0.023
C 0.3254 -0.9801 0.1089 -0.236
C 1.2491 0.1649 -0.3670 -0.230
C 0.4257 1.2449 -1.0956 -0.204
C -0.3856 0.7072 -2.4049 -0.549
O -1.1979 1.6166 -2.9429 -0.376
H -1.9564 -0.1574 1.4923 0.124
H 0.7411 -0.9434 2.1900 0.122
H -0.5995 -1.0208 -0.5172 0.103
H 0.7153 -1.9608 -0.1513 0.099
H 1.9981 -0.0992 -1.1368 0.094
H 1.8496 0.4291 0.5200 0.089
H 0.9396 2.1901 -1.1755 0.080
H -0.3985 1.4280 -0.3307 0.097
H 0.4434 0.5192 -3.1123 0.066
H -0.9004 -0.2564 -2.1631 0.067
```

Properties
- SMILES string: [H]/N=C\NCCCC[O-]
- Molecular weight: 115.2 g mol⁻¹
- Charge: -1


Unit: kJ/mol. Relative energies: <a> 33.9; <b> 0.0.


<a>
Here is one molecule with the formula C17H25N3O from the Open Molecules 2025 dataset. Energies are from wB97M-V/def2-TZVPD.

Geometry as XYZ:
```
46
Properties=species:S:1:pos:R:3:lowdin_charge:R:1
C 2.8343 3.1993 0.4351 -0.106
C 1.9189 2.0291 0.0985 -0.274
C 0.5035 2.4976 -0.2317 -0.214
C -0.4724 1.3454 -0.4709 -0.168
C -0.9216 0.6814 0.8361 -0.123
N -1.9534 -0.2936 0.5958 0.024
C -1.8599 -1.6590 0.5853 -0.275
C -0.6240 -2.4137 0.9436 -0.085
N 0.3988 -2.3382 -0.0815 0.083
C 1.5827 -1.7141 0.1176 -0.497
O 1.8337 -1.1449 1.1617 0.034
C 2.5293 -1.7856 -1.0674 -0.116
C 3.9837 -2.0202 -0.6425 -0.241
C 4.6241 -0.7781 -0.0369 -0.108
N -2.9731 -2.2532 0.2568 0.162
C -3.8803 -1.2508 0.0353 -0.229
C -5.2212 -1.3097 -0.3282 -0.019
C -5.8981 -0.1174 -0.4681 -0.102
C -5.2710 1.1115 -0.2499 -0.098
C -3.9415 1.1928 0.1100 -0.025
C -3.2501 -0.0018 0.2457 -0.163
H 3.8404 2.8457 0.6465 0.066
H 2.4677 3.7313 1.3102 0.072
H 2.8827 3.9010 -0.3956 0.072
H 1.8991 1.3335 0.9371 0.093
H 2.3244 1.4938 -0.7626 0.098
H 0.1280 3.1218 0.5828 0.114
H 0.5415 3.1204 -1.1291 0.114
H -1.3574 1.7214 -0.9897 0.106
H -0.0068 0.5945 -1.1139 0.112
H -0.0750 0.1945 1.3216 0.105
H -1.3217 1.4438 1.5133 0.135
H -0.9122 -3.4569 1.0994 0.129
H -0.1768 -2.0172 1.8602 0.128
H 0.1914 -2.7820 -0.9615 0.144
H 2.2078 -2.5819 -1.7415 0.110
H 2.4635 -0.8371 -1.6072 0.114
H 4.0135 -2.8350 0.0837 0.113
H 4.5544 -2.3338 -1.5203 0.105
H 4.0543 -0.4522 0.8276 0.060
H 5.6431 -0.9937 0.2756 0.070
H 4.6511 0.0314 -0.7637 0.071
H -5.7028 -2.2609 -0.4877 0.108
H -6.9410 -0.1269 -0.7487 0.097
H -5.8435 2.0202 -0.3648 0.098
H -3.4678 2.1475 0.2840 0.106
```

Properties
- SMILES string: CCCCCn1c(CNC(=O)CCC)nc2ccccc21
- Molecular weight: 287.4 g mol⁻¹


<b>
Here is one molecule with the formula C17H25N3O from the Open Molecules 2025 dataset. Energies are from wB97M-V/def2-TZVPD.

Geometry as XYZ:
```
46
Properties=species:S:1:pos:R:3:lowdin_charge:R:1
C -5.6185 -0.7080 0.3093 -0.115
C -4.2330 -0.7752 0.9394 -0.269
C -3.1696 -0.1705 0.0270 -0.186
C -1.7783 -0.2474 0.6606 -0.149
N -0.7678 0.3223 -0.1899 0.028
C -0.1668 -0.2496 -1.2786 -0.297
C -0.4515 -1.6397 -1.7301 -0.092
C 0.8646 -2.3735 -2.0563 -0.157
N 1.9400 -1.9912 -1.1630 0.047
C 1.8005 -2.0482 0.1853 -0.497
O 0.8766 -2.6189 0.7283 0.067
C 2.9518 -1.3863 0.9293 -0.118
C 2.6603 -1.2049 2.4171 -0.248
C 1.6094 -0.1287 2.6574 -0.096
N 0.7284 0.5208 -1.8346 0.171
C 0.7355 1.6785 -1.1020 -0.228
C 1.5012 2.8299 -1.2427 -0.022
C 1.2992 3.8472 -0.3342 -0.104
C 0.3602 3.7354 0.6928 -0.101
C -0.4106 2.6011 0.8491 -0.026
C -0.2112 1.5718 -0.0568 -0.171
H -6.3615 -1.1407 0.9746 0.068
H -5.6379 -1.2565 -0.6299 0.072
H -5.8970 0.3241 0.1082 0.072
H -3.9777 -1.8164 1.1482 0.111
H -4.2402 -0.2391 1.8911 0.110
H -3.1627 -0.7009 -0.9277 0.113
H -3.4103 0.8760 -0.1764 0.123
H -1.5161 -1.2873 0.8822 0.121
H -1.7726 0.3073 1.6025 0.125
H -1.0849 -1.6270 -2.6197 0.123
H -0.9709 -2.1770 -0.9382 0.098
H 0.7002 -3.4511 -1.9680 0.122
H 1.1862 -2.1385 -3.0698 0.119
H 2.5898 -1.3166 -1.5342 0.129
H 3.8319 -2.0211 0.7960 0.122
H 3.1609 -0.4174 0.4692 0.117
H 3.5852 -0.9373 2.9327 0.105
H 2.3029 -2.1532 2.8218 0.108
H 0.6692 -0.4264 2.2033 0.052
H 1.9190 0.8211 2.2235 0.074
H 1.4470 0.0146 3.7232 0.072
H 2.2245 2.9135 -2.0383 0.107
H 1.8786 4.7553 -0.4143 0.097
H 0.2350 4.5580 1.3815 0.098
H -1.1341 2.5261 1.6476 0.106
```

Properties
- SMILES string: CCCCn1c(CCNC(=O)CCC)nc2ccccc21
- Molecular weight: 287.4 g mol⁻¹


Unit: kJ/mol. Relative energies: <a> 14.4; <b> 0.0.